Record 1
The following is a quantum chemistry calculation of a molecular structure, C25H50BiCl2P2 in a non-equilibrium geometry, from OMol25.

The geometry in XYZ format:
```
80
Properties=species:S:1:pos:R:3:forces:R:3
Bi 0.149850 -0.409804 -0.668897 -0.4330 1.0900 0.9443
Cl 0.106387 0.248469 -3.048019 -0.0578 0.7955 -3.1003
P -2.260724 -0.753072 -0.854911 -3.3430 -1.0992 -0.3557
C -2.657119 -1.627734 -2.437691 -0.7744 0.4695 -0.3918
C -3.117426 -1.676994 0.466221 -1.4722 -0.1409 -0.3575
C -2.958548 0.942115 -1.062325 -0.6033 -0.3966 -1.1343
C -1.670410 -2.698722 -2.891113 0.4225 -0.2033 -0.1195
H -2.606803 -0.806604 -3.179882 -0.0603 -0.2784 0.3200
C -4.068123 -2.204486 -2.447152 -0.5498 -0.3341 -0.5031
H -4.109467 -3.176442 -1.933534 0.0261 0.2546 -0.0435
H -4.371924 -2.385654 -3.493949 0.0404 -0.0240 0.3247
H -4.823530 -1.550765 -2.002290 0.1482 -0.1180 -0.0685
H -0.800240 -2.253527 -3.394089 -0.2314 -0.1427 0.2904
H -2.163857 -3.365476 -3.611083 0.0227 0.1094 0.0913
H -1.310492 -3.313764 -2.058157 -0.0856 0.0624 -0.1688
H -2.451281 1.257429 -1.996725 -0.1294 -0.2078 0.3057
C -2.604712 1.930447 0.005949 0.0352 0.3874 0.9901
C -4.464284 0.948848 -1.317712 -0.4018 0.3329 -0.3918
H -4.723044 0.610878 -2.328080 -0.0116 -0.0637 0.1800
H -4.836923 1.982472 -1.219460 0.0999 -0.3141 -0.0459
H -5.008969 0.338735 -0.588851 0.0468 0.0812 -0.0371
H -1.721892 1.626864 0.595969 -0.3309 0.5447 -0.4428
H -3.425517 2.108660 0.721782 0.0907 -0.2769 -0.3249
H -2.350235 2.908512 -0.441182 -0.0130 -0.4470 0.2369
C -2.506756 -3.056680 0.674824 0.3488 -0.3934 -0.0211
H -4.128047 -1.813498 0.038411 0.0963 -0.1806 0.3950
C -3.278910 -0.926870 1.780774 0.1892 0.4522 0.4039
H -2.681285 -3.729988 -0.173988 0.0344 0.1705 0.0786
H -2.956953 -3.524405 1.563484 0.0966 0.1169 -0.2243
H -1.423209 -2.990055 0.844571 -0.2666 -0.0295 0.0330
H -2.336296 -0.468563 2.115160 -0.3099 -0.0964 -0.0337
H -3.596354 -1.633900 2.561992 0.0657 0.1686 -0.1902
H -4.046272 -0.143811 1.717770 0.2454 -0.0868 -0.0460
Cl 0.228044 -1.068208 1.730577 0.0948 -1.7459 1.1808
H 0.396143 -1.903570 -1.393784 0.2062 -1.8992 -0.2687
P 2.589015 0.045349 -0.764555 2.8189 -0.0340 -0.0255
C 2.913146 1.638465 -1.631395 0.5705 -0.2320 -0.7675
C 3.532024 0.089950 0.795860 1.7293 0.2341 -0.3979
C 3.236587 -1.258693 -1.909390 0.5627 0.7239 -0.4827
C 1.918771 2.759965 -1.385361 -0.4728 0.3169 -0.0295
H 2.818955 1.351189 -2.698285 0.1080 0.0218 0.4033
C 4.327534 2.149824 -1.390386 0.5873 0.5064 -0.2219
H 4.407794 2.676148 -0.428466 -0.0551 -0.1929 -0.1786
H 4.578526 2.885710 -2.176007 -0.0731 -0.1896 0.2848
H 5.099343 1.374282 -1.420637 -0.1472 0.1375 0.0244
H 0.986149 2.608035 -1.948799 0.2688 -0.0124 0.3276
H 2.355812 3.713319 -1.720273 -0.0420 -0.2281 -0.0232
H 1.667787 2.870941 -0.331211 -0.0070 0.0111 -0.1874
H 2.678625 -1.014339 -2.835019 0.1843 -0.0151 0.3836
C 2.894109 -2.695491 -1.534362 -0.0361 -0.6540 0.2032
C 4.728673 -1.121597 -2.202960 0.3215 -0.4463 -0.5070
H 4.952792 -0.266803 -2.847347 -0.0255 -0.0396 0.1676
H 5.069649 -2.026263 -2.736393 0.0167 0.2911 0.0990
H 5.322678 -1.045483 -1.285776 -0.0567 -0.0035 -0.0742
H 2.137580 -2.762352 -0.746558 0.2032 -0.1280 -0.1445
H 3.784903 -3.253633 -1.200909 -0.2401 0.2679 -0.0201
H 2.499489 -3.218003 -2.422929 0.1017 0.1133 0.3833
C 2.993873 1.134606 1.744030 -0.2997 0.2991 0.6124
H 4.526605 0.428637 0.451901 0.0042 -0.1948 0.3430
C 3.723814 -1.254178 1.483749 -0.0759 -0.5232 0.0964
H 3.303454 2.157979 1.489056 -0.0992 -0.2490 -0.0531
H 3.329870 0.931460 2.768122 0.1864 0.0140 -0.1481
H 1.891746 1.125085 1.761454 0.5297 0.1330 0.0229
H 2.766909 -1.749307 1.698104 0.2386 0.1569 -0.0669
H 4.234511 -1.092031 2.446143 -0.1243 -0.0174 -0.2779
H 4.349854 -1.935237 0.893388 -0.1467 0.0659 0.0240
C 0.122249 2.061906 1.253964 1.5152 -1.3330 -4.6529
C -0.444969 1.884081 2.492279 -1.3726 0.0154 4.7328
C -1.566535 2.705348 2.866994 0.2670 0.2214 -1.4981
C -2.153409 2.711585 4.105249 -0.1999 -0.1159 1.4957
C -1.632570 1.922055 5.138346 -0.3111 0.2291 -0.2330
C -0.500386 1.150100 4.872563 -0.5915 -0.0430 1.3215
C 0.070850 1.152085 3.637274 0.8607 -0.6502 -1.6232
H 0.424859 1.195232 0.415311 -0.3321 3.6338 3.8973
H 0.840305 2.836026 1.285734 0.4950 1.1431 -0.3628
H -1.994749 3.372179 2.088752 0.4378 -0.5584 0.4796
H -3.029610 3.342663 4.313752 0.3829 -0.2120 -0.1826
H -2.088565 1.925434 6.125274 0.0227 -0.0256 -0.1074
H -0.072659 0.544407 5.691795 -0.1115 0.3455 -0.5062
H 0.983829 0.528531 3.523315 -0.8291 0.6594 -0.0354
```
Forces are in eV/Å.

The HOMO-LUMO gap (alpha / beta) is 4.49 / 4.49 eV. For the HOMO energy (alpha / beta), the calculation gives -1.76 / -1.76 eV. Its max |F| is 5.3 eV Å⁻¹. The net charge is -1.


Record 2
The following is a quantum chemistry calculation of 9 unconnected molecules or ions with the total composition C25H50Br10O7 in a non-equilibrium geometry, from OMol25.

The geometry in XYZ format:
```
92
Properties=species:S:1:pos:R:3:forces:R:3
C 10.169541 -8.446580 18.490099 0.3566 -0.4940 -0.2345
C 10.604453 -7.244125 17.695864 0.0133 -0.2163 -0.3126
O 9.561493 -6.930325 16.750594 -0.0777 0.0936 0.0823
C 9.915214 -6.143828 15.713933 0.0473 -0.0627 -0.2091
C 8.741593 -5.698199 14.894392 -0.4771 -0.1570 -0.0260
O 11.054014 -5.849139 15.461861 0.0692 0.0517 0.1669
H 10.927365 -8.666542 19.244562 -0.2768 0.2603 0.3253
H 10.193587 -9.345438 17.867852 -0.2564 0.1285 -0.1358
H 9.169235 -8.335927 18.901750 0.0858 0.0359 0.2476
H 10.768478 -6.364932 18.317592 0.0488 0.0140 0.0190
H 11.517171 -7.479076 17.150046 0.0674 0.2139 0.0198
H 7.779644 -6.016333 15.293732 0.1248 0.0074 0.1711
H 8.823466 -6.101111 13.884121 0.2039 0.0832 -0.0122
H 8.744809 -4.611599 14.831415 0.0870 0.0083 -0.0525
C -0.554179 -9.331511 14.809000 -0.0714 0.3745 0.1281
C 0.409754 -9.304874 15.977746 -0.3729 0.1050 -0.4505
O 1.368600 -10.370793 15.846646 -0.1246 0.1677 -0.0734
C 1.602451 -11.150899 16.909316 -0.2022 0.0080 0.2151
C 2.670802 -12.150254 16.597451 0.0835 -0.5814 -0.2065
O 1.003734 -11.067803 17.951593 0.1971 0.0090 -0.0092
H -0.053576 -9.161013 13.855936 -0.0042 -0.2771 -0.0620
H -1.267185 -8.513509 14.951433 0.0486 0.0216 -0.0351
H -1.143881 -10.246627 14.802343 0.1585 -0.1232 -0.1735
H 0.987680 -8.387133 15.967609 0.0215 0.0963 0.1849
H -0.185838 -9.363987 16.885234 0.4567 -0.2361 0.2791
H 2.644362 -12.958422 17.323770 0.0162 0.0827 0.0787
H 3.673751 -11.723191 16.580836 -0.0754 0.2066 0.0771
H 2.492114 -12.562891 15.603578 0.0143 0.0273 0.0132
C 5.494093 -10.724744 11.961472 -0.4168 0.1347 -0.1133
C 6.419243 -9.825815 11.182511 0.5007 0.0081 0.8257
O 7.098231 -10.591748 10.179536 -0.0860 0.1885 -0.2692
C 8.415209 -10.356736 10.025899 0.0151 -0.4812 0.4541
C 9.015195 -11.229947 8.980535 0.3611 -0.4912 -0.9119
O 9.051560 -9.604136 10.716436 -0.0351 0.2856 -0.0409
H 6.034427 -11.516200 12.478714 0.0792 -0.0963 -0.1836
H 4.731253 -11.152682 11.309925 -0.0072 -0.1252 0.1148
H 4.998976 -10.140073 12.740207 -0.0777 0.0263 -0.0743
H 5.920144 -8.970055 10.729591 -0.1184 -0.1378 -0.2399
H 7.162507 -9.427162 11.874952 0.0401 0.0999 -0.1833
H 8.649434 -11.012429 7.973740 -0.1006 0.3167 0.1471
H 8.787714 -12.290338 9.100611 -0.1590 0.1091 0.4099
H 10.095602 -11.116944 8.978305 -0.0158 0.1202 0.0789
C 5.929626 -7.101978 13.275164 0.3643 -0.5110 -0.4456
C 5.035221 -6.831464 14.453829 0.2517 0.2408 -0.0686
C 3.872703 -7.769634 14.669373 -0.0215 0.3311 0.4277
O 5.177791 -5.836767 15.130303 -0.0352 -0.0499 0.1913
H 6.821784 -7.684189 13.521541 -0.1574 0.0116 0.4562
H 6.325881 -6.201840 12.809925 -0.3438 0.1850 0.0638
H 5.407142 -7.736013 12.558606 -0.0801 0.3036 -0.2132
H 3.024685 -7.120120 14.905789 -0.2070 -0.1891 -0.4152
H 3.940065 -8.371367 15.579088 0.4272 -0.1027 -0.1075
H 3.735401 -8.396917 13.795236 -0.3754 -0.1135 0.1342
Br 0.816507 -5.684000 15.859737 -0.2610 0.1285 0.1124
C 2.190490 -4.377932 16.283349 0.3230 0.1825 -0.1541
C 2.550398 -3.636085 15.021212 0.0514 -0.4661 -0.1550
Br 4.065205 -2.497264 15.370263 0.0822 0.3246 0.0748
H 3.043011 -4.945878 16.644217 -0.0035 0.0225 0.0921
H 1.815314 -3.694647 17.038030 -0.1149 -0.1751 0.1158
H 1.728695 -3.042652 14.635239 0.0320 0.0958 0.0082
H 2.891401 -4.336369 14.263643 -0.0588 0.0312 -0.0673
Br -0.384520 -4.621244 12.086228 0.1346 0.2374 -0.0403
C 0.700783 -5.930096 11.157125 -0.4042 -0.4491 -0.2691
C 1.449021 -6.750097 12.168402 0.0684 0.1916 0.5665
Br 2.344350 -8.214388 11.276772 0.1759 -0.1174 -0.1257
H 1.349373 -5.466467 10.419938 0.0676 0.3034 0.2378
H -0.012889 -6.538215 10.607192 0.0257 -0.0900 0.0680
H 0.811624 -7.185907 12.932782 -0.2295 -0.0750 -0.2182
H 2.180748 -6.165165 12.722749 0.1965 0.0017 -0.2802
Br 3.520991 -7.759994 18.775351 -0.0331 0.0532 -0.0730
C 4.429000 -9.441305 18.433641 -0.0517 -0.0999 -0.3413
C 5.583062 -9.601093 19.386465 -0.3327 -0.3298 -0.0499
Br 6.229463 -11.438625 19.255200 0.1214 0.0272 -0.0747
H 4.771107 -9.415360 17.403547 0.0428 0.0683 0.0124
H 3.692550 -10.235236 18.513309 -0.0595 0.0781 0.3038
H 5.247164 -9.488533 20.410572 0.1859 0.1519 0.0679
H 6.408580 -8.948139 19.129331 0.0374 0.0682 0.1463
Br 6.956307 -9.533454 15.694070 -0.0715 0.1782 -0.0626
C 8.725170 -10.284716 15.492319 0.3361 -0.8332 0.6725
C 8.865655 -10.983110 14.161795 -0.8745 1.1818 -0.4131
Br 10.444723 -12.050019 14.136753 0.2618 -0.2433 -0.0709
H 8.809399 -11.017541 16.294753 -0.0777 0.0596 0.0140
H 9.464245 -9.515044 15.689209 -0.1005 0.2029 -0.2890
H 8.912685 -10.240770 13.361827 0.3346 -0.1401 -0.0383
H 7.973373 -11.566912 13.948766 0.2360 -0.4369 0.1742
Br 6.926848 -5.683552 9.954545 -0.0714 -0.1438 0.2713
C 8.429693 -4.947048 8.990071 -0.1398 0.6780 -0.3732
C 8.543942 -5.664155 7.683819 0.2982 -0.4396 -0.4277
Br 10.055812 -4.954053 6.683868 0.1056 0.0461 0.0017
H 9.339856 -4.989961 9.577099 -0.0925 -0.2545 0.1889
H 8.180473 -3.904527 8.805558 0.0499 0.0088 0.1410
H 7.690487 -5.523721 7.031242 -0.1654 0.0399 0.1553
H 8.732046 -6.727166 7.806324 0.0110 0.0213 0.0465
```
Forces are in eV/Å.

The HOMO-LUMO gap is 10.13 eV. For the HOMO energy, the calculation gives -9.91 eV. For the relative energy (zero: lowest compared OMol25 entry of this formula, charge and spin), the calculation gives 0.0 kJ/mol. Its max |F| is 1.5 eV Å⁻¹. The net charge is 0.